1.
Computed, not measured: one molecule with the formula C12H20N2O4 at a distorted geometry, with ωB97M-V/def2-TZVPD.

Geometry as XYZ:
```
38
Properties=species:S:1:pos:R:3:forces:R:3:nbo_charge:R:1
O -2.8194 3.3932 0.0932 -0.4 2.8 -1.2 -0.61
O 0.2473 1.3455 -1.9995 -1.9 -2.7 0.6 -0.60
O -1.2855 -0.3152 -2.3684 1.2 0.7 1.8 -0.46
O -1.8674 0.4119 1.6071 -0.6 -1.4 0.2 -0.63
N -2.6318 3.0891 2.2367 0.3 0.4 1.8 -0.80
N -1.1596 2.1789 0.5517 4.0 -1.0 -0.5 -0.66
C -0.8295 -1.5195 -0.2500 -2.8 2.4 0.0 -0.42
C 3.4630 0.0219 -1.1362 -0.6 0.4 1.6 -0.59
C -1.2247 0.8397 0.6717 1.1 -0.5 2.5 0.71
C 2.3350 -0.7717 -0.5548 -0.6 -0.8 0.5 -0.23
C 2.9682 -1.9523 0.1187 0.3 0.3 2.5 -0.61
C -0.2641 -0.0825 -0.1384 0.4 -1.3 -0.6 -0.24
C -3.2917 -1.1192 -1.1218 1.0 2.1 -0.3 -0.64
C 1.5029 -0.0182 1.8496 -1.3 0.1 -1.0 -0.62
C 1.3213 0.0297 0.3219 -2.2 0.5 -0.3 -0.15
C -0.3893 0.3508 -1.5868 2.1 4.0 -1.9 0.79
C -2.1110 3.0354 1.0128 -4.9 -1.0 -2.2 0.77
C -1.8345 -1.3197 -1.5288 0.5 -3.6 0.8 0.10
H 1.8962 -1.2616 -1.4272 -0.8 0.5 -0.1 0.20
H 4.0453 -0.6840 -1.6575 1.1 -0.3 -0.8 0.20
H 2.5361 -0.0001 1.9814 1.8 0.2 0.6 0.21
H -3.3858 -0.1859 -0.4881 -0.1 -1.0 -0.7 0.22
H 1.0831 0.8971 2.2840 0.0 -0.4 0.0 0.22
H -0.8135 2.4583 -0.3385 0.4 0.6 -0.8 0.44
H -3.6226 3.4106 2.2527 1.5 -0.5 -0.1 0.42
H 1.4323 1.0750 0.1194 0.6 0.7 -0.5 0.22
H -3.9256 -0.9986 -2.0267 0.2 -0.4 0.8 0.23
H -1.3956 -1.8349 0.6630 0.6 0.2 -0.9 0.25
H -3.4622 -1.9718 -0.4994 -0.9 -0.5 0.2 0.22
H 2.3540 -2.8131 -0.0038 -0.1 -1.0 0.2 0.20
H 3.0158 0.7022 -1.7609 -0.6 1.9 -1.9 0.22
H 1.1282 -0.8946 2.3576 -0.3 -0.3 0.0 0.21
H 4.0017 0.5830 -0.3811 0.4 -0.1 0.2 0.20
H -2.4023 2.2670 2.7561 0.0 -0.3 0.8 0.41
H 3.9615 -2.0649 -0.2390 0.7 -0.8 -0.9 0.21
H 3.2214 -1.8032 1.1984 -0.8 -0.1 -0.5 0.20
H -1.7537 -2.3074 -2.0890 -0.3 1.3 0.3 0.19
H -0.0435 -2.1709 -0.4804 1.0 -1.1 -0.4 0.21
```
Forces are in eV/Å.

Results
relative energy (zero: lowest compared OMol25 entry of this formula, charge and spin)	36.97	kcal/mol
2S+1	1
Kohn-Sham gap	10.40	eV
SMILES string	CC(C)[C@H](C)[C@]1(C(=O)NC(N)=O)C[C@@H](C)OC1=O
electronic energy	-23937.894	eV

2.
Computed, not measured: C21H45N2P3RuS2 as an isolated structure at a distorted geometry, with ωB97M-V/def2-TZVPD.

Geometry as XYZ:
```
74
Properties=species:S:1:pos:R:3:forces:R:3:mulliken_spin:R:1
Ru 0.0627 -0.5776 -0.4447 -2.7 3.2 0.2 3.18
S -3.8827 -0.6515 2.6865 0.1 1.6 -0.5 0.39
S -0.4170 1.2872 0.9942 0.1 0.3 0.6 0.26
P -0.2508 -2.1877 -1.9411 -0.7 -1.9 -2.1 0.00
P 0.9338 -1.8318 1.1320 2.0 -2.9 3.9 0.05
P 2.0833 -0.0257 -1.1211 3.7 0.5 -1.4 0.08
N 1.0853 3.3983 0.4865 -0.5 -0.5 0.2 0.01
N 1.6225 2.3594 2.4796 -1.1 -0.2 -1.6 0.01
C -3.6122 0.6805 1.5392 -0.5 -0.5 1.8 0.29
C 2.5617 4.5535 2.0365 -0.3 0.8 0.3 0.00
C -4.9596 -1.8728 -0.3967 -1.1 0.1 0.0 0.02
C 0.8641 2.4227 1.3673 1.3 0.7 0.4 0.03
C 1.1801 -1.1677 2.8207 0.0 0.0 0.3 0.04
C -4.0364 1.9642 1.9344 0.0 1.1 0.2 0.01
C -4.7571 -1.0632 -1.4479 -1.2 -0.1 0.3 0.00
C 2.1102 4.4536 0.5986 0.1 -0.2 -0.4 0.00
C 3.1426 -1.0509 -2.2072 0.0 -0.2 0.1 0.01
C 2.5560 -2.6880 0.9257 -0.1 -0.1 0.0 0.04
C -3.0338 1.5789 -0.6463 0.2 -0.7 0.2 -0.01
C -3.9656 3.0238 1.0272 -0.3 -0.2 1.9 0.04
C -0.1268 -3.2574 1.6049 -0.2 0.1 -0.2 0.09
C 3.3818 0.4845 0.0590 0.3 0.3 0.1 0.04
C 1.9254 1.4069 -2.2172 -0.2 0.5 0.1 0.08
C -1.9155 -2.9312 -1.7792 0.3 -0.6 -0.2 0.06
C 0.9019 -3.6450 -2.1492 -0.4 0.5 0.2 0.00
C -2.9391 0.5601 0.3296 -0.5 -0.4 -2.5 0.09
C -3.5399 2.8109 -0.2884 0.0 0.2 -0.9 0.15
C -0.2984 -1.3842 -3.6012 -0.1 -0.1 0.1 0.09
C 2.8116 3.1992 2.6483 0.2 -0.2 0.0 0.00
H 4.2884 -0.0977 -0.1159 -0.1 0.0 0.0 0.01
H 1.9259 -3.2992 -2.3822 -0.6 -0.3 0.1 0.00
H 1.0046 1.3606 -2.7961 0.1 0.1 -0.1 -0.03
H -0.8568 -2.0595 -4.2707 0.3 0.4 0.0 0.02
H 0.4980 -4.2377 -2.9895 0.3 0.1 0.4 0.00
H 0.3355 -3.6674 2.4940 0.0 -0.3 0.2 0.00
H 1.3718 1.6342 3.1222 0.2 -0.2 0.4 0.00
H -4.4246 2.0649 2.9560 0.0 0.3 -0.6 0.00
H 3.6388 1.5227 -0.1469 0.0 0.1 0.1 0.01
H -4.3194 -1.5747 1.8219 0.4 -0.2 -0.4 0.00
H -4.2249 4.0339 1.3619 -0.2 -0.5 -0.2 0.00
H -4.6704 -2.9265 -0.2523 0.0 0.5 -0.7 0.00
H 2.7930 1.4430 -2.8805 -0.1 0.1 0.0 0.01
H 3.6516 2.7215 2.1374 0.0 -0.1 0.1 0.00
H -3.5904 3.6375 -1.0233 0.0 -0.6 0.5 0.00
H -0.8243 -0.4232 -3.4997 0.0 -0.4 -0.2 -0.04
H 1.7978 5.0766 2.6102 -0.1 0.0 0.1 0.00
H 3.1151 0.3974 1.1093 -0.2 0.0 0.0 -0.02
H 0.9097 -4.2557 -1.2260 0.0 0.2 -0.6 0.00
H -2.4059 -0.3752 0.1336 -0.3 0.2 -0.2 -0.01
H -2.7025 -2.1742 -1.9146 0.5 -0.3 0.0 0.00
H 2.0620 -0.5413 2.9436 0.1 0.0 -0.3 0.00
H 1.3239 -2.0282 3.4770 0.0 0.1 0.1 0.01
H 2.6073 -1.4685 -3.0598 0.1 0.1 0.1 0.00
H 3.9189 -0.3807 -2.5816 0.0 -0.1 0.0 0.00
H 1.6802 5.3894 0.2156 0.1 -0.3 0.2 0.00
H 2.6428 -3.1884 -0.0416 -0.1 0.1 0.2 0.00
H 3.4492 5.1780 2.1031 0.1 -0.1 0.0 0.00
H 0.3081 -0.6086 3.1560 -0.1 -0.1 0.0 -0.01
H 0.3865 3.4409 -0.2433 0.2 0.2 -0.1 0.00
H -0.1723 -4.0415 0.8513 0.0 0.1 -0.1 0.02
H 0.7105 -1.1756 -3.9917 -0.4 -0.2 0.1 0.01
H 3.4077 -2.0123 1.0552 -0.3 -0.1 0.0 0.01
H 1.9066 2.2930 -1.5826 -0.1 0.1 -0.2 0.00
H -2.7067 1.4066 -1.6772 0.1 0.0 0.5 -0.02
H -1.1444 -2.9342 1.8514 0.2 0.0 -0.1 -0.03
H -5.7315 -1.5491 0.3280 0.9 0.1 0.0 0.00
H 2.5962 -3.4508 1.7146 0.1 0.1 -0.2 0.00
H 2.9429 4.1731 -0.0637 -0.1 0.1 0.1 0.00
H 3.6311 -1.8386 -1.6309 -0.1 -0.1 -0.2 0.00
H -2.0332 -3.3983 -0.7911 0.1 0.2 -0.2 -0.01
H -4.5091 -1.4073 -2.4373 0.9 -0.2 -0.1 0.00
H -1.9908 -3.7351 -2.5295 -0.3 0.3 0.1 0.00
H 3.0462 3.2563 3.7106 -0.1 0.1 -0.1 0.00
H -5.1312 -0.0293 -1.4545 -0.1 -0.6 0.2 0.00
```
Forces are in eV/Å.

Results
relative energy (zero: lowest compared OMol25 entry of this formula, charge and spin)	19.90	kcal/mol
2S+1	6
Kohn-Sham gap (alpha / beta)	7.28 / 5.14	eV
electronic energy	-77577.225	eV
<S²>	8.785
total charge	+3

3.
Computed, not measured: one molecule with the formula C4H5N at a distorted geometry, with ωB97M-V/def2-TZVPD.

Geometry as XYZ:
```
10
Properties=species:S:1:pos:R:3:forces:R:3:nbo_charge:R:1
N 1.0829 -1.4410 -0.2531 0.7 0.6 -1.8 -0.56
C 1.6983 -1.8436 -1.1730 -0.5 0.3 1.0 0.30
C -0.4326 1.1322 -0.5168 0.8 1.9 2.3 -0.65
C 0.2629 -0.9057 0.7286 0.1 -2.1 1.6 -0.07
C -0.4864 0.1967 0.6147 0.7 -1.0 0.3 -0.15
H 0.3533 -1.6971 1.5684 -1.0 2.1 -0.8 0.23
H -1.3262 1.6823 -0.6559 -1.0 0.6 0.2 0.22
H -0.3493 0.5575 -1.3381 1.1 -1.5 -3.3 0.22
H 0.3816 1.8862 -0.3469 -0.5 -0.8 -0.5 0.23
H -1.1845 0.4324 1.3720 -0.3 0.0 1.1 0.21
```
Forces are in eV/Å.

Results
relative energy (zero: lowest compared OMol25 entry of this formula, charge and spin)	48.02	kcal/mol
2S+1	1
Kohn-Sham gap	10.68	eV
electronic energy	-5716.764	eV

4.
Computed, not measured: a 2-piece molecular cluster, C13H12O overall at a distorted geometry, with ωB97M-V/def2-TZVPD.

Geometry as XYZ:
```
26
Properties=species:S:1:pos:R:3:forces:R:3:nbo_charge:R:1
O 0.8662 0.3255 -1.6786 -1.3 0.1 -0.2 -0.41
C 1.4764 -0.2345 -0.5104 1.6 0.5 1.5 0.16
C -2.2077 0.3079 -1.2035 1.5 -1.5 2.1 -0.13
C -3.8688 -0.4816 0.2939 3.4 -0.9 0.1 -0.16
C -3.4735 -0.1396 -0.9834 0.6 1.1 1.3 -0.20
C -2.8580 -0.7592 1.2681 -1.0 0.5 -0.3 -0.22
C -1.1891 0.0625 -0.2850 -2.2 -1.4 1.9 -0.18
C 2.7473 0.4008 0.0862 -0.2 -0.8 4.0 -0.42
C 2.0409 -1.6318 -0.4288 0.8 -0.1 2.3 -0.43
C 3.2685 -1.0231 0.4598 -2.9 -0.6 -3.4 -0.38
C 0.3432 2.5439 0.4038 -0.1 -2.3 -0.8 -0.25
C -1.4983 -0.5650 0.9449 -0.1 -0.2 1.2 -0.13
C 0.1579 0.2964 -0.5377 1.8 2.9 -0.4 0.59
C 0.6458 3.7030 0.5845 -0.2 -1.0 -0.5 -0.47
H 2.7055 1.0526 1.0515 -0.6 -0.9 -2.0 0.25
H -4.1405 -0.0308 -1.7548 -1.8 0.1 -1.6 0.21
H -4.8642 -0.7176 0.4277 -1.9 -0.4 0.8 0.21
H 1.6425 -2.5417 0.0370 -1.0 0.7 0.1 0.22
H -0.6593 -0.8721 1.6691 -1.5 0.7 -1.2 0.23
H 3.1193 -1.3894 1.4072 -0.1 -0.3 2.5 0.20
H -1.8077 0.7060 -2.0414 0.3 1.3 -3.1 0.22
H 4.0817 -1.4851 -0.0057 2.1 0.2 -0.3 0.21
H -3.2788 -1.0713 2.2479 1.0 0.0 -0.6 0.23
H 2.3429 -1.9818 -1.3624 0.8 -0.2 -1.8 0.22
H 0.9566 4.6821 0.4372 0.3 1.2 0.3 0.21
H 3.4514 0.8439 -0.5271 0.8 1.2 -1.9 0.23
```
Forces are in eV/Å.

Results
relative energy (zero: lowest compared OMol25 entry of this formula, charge and spin)	148.34	kcal/mol
2S+1	1
Kohn-Sham gap (alpha / beta)	7.87 / 7.87	eV
electronic energy	-15714.405	eV

5.
Computed, not measured: a 2-piece molecular cluster, C2H8NO overall at a distorted geometry, with ωB97M-V/def2-TZVPD.

Geometry as XYZ:
```
12
Properties=species:S:1:pos:R:3:forces:R:3:mulliken_spin:R:1
O -0.0503 -2.2584 -0.3172 -0.2 1.6 1.5 0.01
N -0.4198 0.4499 -0.8991 -2.9 -2.7 -3.3 0.14
C 0.4763 0.8178 -0.0204 1.4 2.7 2.9 0.79
C 0.1195 1.6220 1.2636 2.4 -2.7 -1.5 -0.04
H -0.4727 -0.5679 -1.0774 0.2 0.9 0.1 0.03
H 1.4521 0.4353 -0.2166 0.6 -0.1 0.4 0.02
H 0.3431 0.8291 2.0115 -1.1 0.9 0.5 0.04
H -1.3728 0.7514 -0.9336 -0.2 0.9 0.6 -0.02
H 0.2773 -2.6079 -1.0971 1.2 -1.0 -2.6 0.00
H -0.4613 -2.9919 0.0847 -0.9 -1.2 1.0 0.00
H -0.8436 2.0435 1.1712 -1.2 0.1 0.4 0.01
H 0.8445 2.3875 1.4289 0.4 0.7 0.1 0.01
```
Forces are in eV/Å.

Results
relative energy (zero: lowest compared OMol25 entry of this formula, charge and spin)	19.47	kcal/mol
2S+1	2
Kohn-Sham gap (alpha / beta)	5.83 / 10.37	eV
electronic energy	-5738.860	eV
<S²>	0.753

6.
Computed, not measured: one molecule with the formula C2H4N3P at a distorted geometry, with ωB97M-V/def2-TZVPD.

Geometry as XYZ:
```
10
Properties=species:S:1:pos:R:3:forces:R:3:nbo_charge:R:1
P -0.6348 1.1146 2.7705 0.1 0.9 -2.4 0.43
N -0.1228 0.1142 0.2565 -1.7 1.6 4.1 -0.21
N -0.9170 2.2315 0.3141 -0.8 0.9 -0.3 -0.32
N -0.5245 1.1677 -0.2236 0.8 0.2 -2.0 0.09
C 0.6028 -0.8580 -0.4639 0.2 -1.7 -0.3 -0.46
C -1.0102 2.4111 1.6873 0.5 -3.2 1.3 -0.44
H 0.4824 -1.8741 0.0885 -0.6 1.4 -1.7 0.23
H -1.5050 3.3276 1.9529 0.2 0.4 0.1 0.23
H 1.6217 -0.6755 -0.1187 0.5 0.2 -1.1 0.22
H 0.3592 -0.7482 -1.6132 0.8 -0.7 2.4 0.23
```
Forces are in eV/Å.

Results
relative energy (zero: lowest compared OMol25 entry of this formula, charge and spin)	105.30	kcal/mol
2S+1	1
Kohn-Sham gap (alpha / beta)	6.95 / 7.25	eV
electronic energy	-15892.560	eV

7.
Computed, not measured: a 2-piece molecular cluster, C5H14 overall at a distorted geometry, with ωB97M-V/def2-TZVPD.

Geometry as XYZ:
```
19
Properties=species:S:1:pos:R:3:forces:R:3:mulliken_spin:R:1
C 0.0604 0.8822 2.5482 -1.3 -0.8 0.3 0.38
C 1.2766 0.0587 -0.8016 -1.4 1.0 0.3 -1.34
C -0.5073 -1.7334 -1.6174 0.2 -1.0 -0.2 1.10
C 0.3189 -0.4640 -1.8641 -0.6 -0.6 -1.7 0.53
C -1.0376 1.2317 1.5289 0.3 0.0 0.0 1.73
H 0.0717 -2.6595 -1.5639 0.4 0.1 0.3 -0.27
H -1.1595 -1.9586 -2.4811 0.1 0.5 0.1 -0.05
H 0.9037 0.3321 2.1341 0.2 0.5 -0.1 0.22
H 0.7974 -0.6294 -2.8491 0.4 0.0 0.5 -0.13
H -0.6030 1.7046 0.6286 -0.6 0.1 0.4 0.23
H -1.7794 1.8674 2.0229 0.2 0.2 -0.2 -1.20
H 1.7035 1.0495 -1.0395 0.2 -0.5 -0.5 -0.23
H -1.1585 -1.7384 -0.7467 0.0 0.4 0.2 -0.46
H -0.4744 0.2200 -2.1921 0.4 0.8 0.7 -0.27
H -1.6093 0.3506 1.2270 0.2 -0.1 -0.2 0.18
H 2.0497 -0.6408 -0.5005 0.0 -0.1 0.0 -0.20
H -0.3773 0.1616 3.2589 0.1 0.3 0.1 -0.24
H 0.3013 1.7739 3.1141 0.6 0.1 0.0 -0.04
H 0.6388 0.3508 0.0396 0.5 -0.7 0.1 1.05
```
Forces are in eV/Å.

Results
relative energy (zero: lowest compared OMol25 entry of this formula, charge and spin)	11.51	kcal/mol
2S+1	2
Kohn-Sham gap (alpha / beta)	2.73 / 11.94	eV
electronic energy	-5410.010	eV
<S²>	0.750
total charge	-1

8.
Computed, not measured: C19H28AuN3P2 as an isolated structure at a distorted geometry, with ωB97M-V/def2-TZVPD.

Geometry as XYZ:
```
53
Properties=species:S:1:pos:R:3:forces:R:3:nbo_charge:R:1
Au -0.0454 -0.1022 -0.7327 -0.4 0.6 0.3 0.39
P -0.7389 1.9383 0.0336 0.3 1.1 -0.1 0.90
P -1.5851 -0.9474 1.6856 -0.5 -0.6 0.0 0.78
N -2.6000 0.7772 3.4727 0.0 -0.1 0.1 -0.42
N -1.9590 3.0919 2.0882 -0.2 0.0 -0.1 -0.42
N 1.1184 -2.7782 -1.8088 0.1 -0.4 -0.1 -0.45
C -1.7799 3.1053 -0.9130 0.0 -0.3 -0.1 -0.95
C -2.8839 1.9812 4.0013 0.1 0.7 -0.3 0.09
C -1.8479 -1.8726 3.2585 0.3 0.0 -0.3 -0.93
C -3.4784 4.4818 5.0788 0.2 0.2 -0.3 -0.20
C -3.3655 -0.3264 -0.3801 0.2 0.0 0.1 -0.62
C -3.7960 3.3071 5.7817 0.0 -0.4 0.1 -0.19
C 1.6227 3.0146 -0.8301 -0.1 -0.2 0.0 -0.62
C 0.7801 2.9536 0.4445 0.0 -0.2 -0.1 -0.30
C -2.8713 4.4218 3.8545 -0.2 0.2 0.2 -0.20
C -3.0326 -2.7308 0.1711 0.2 0.1 0.0 -0.63
C 0.6930 -1.7845 -1.4141 0.3 -0.5 -0.4 -0.17
C -1.6528 1.9111 1.6176 -0.1 0.1 0.1 -0.16
C -2.5664 3.1700 3.2896 -0.2 -0.5 0.3 0.18
C 0.4810 4.3698 0.9167 -0.1 -0.1 0.1 -0.63
C -1.9994 0.7179 2.3080 0.0 0.0 0.4 -0.01
C -4.4316 -1.2829 1.6642 0.2 0.1 -0.1 -0.63
C 1.4998 2.1527 1.5293 -0.1 -0.1 0.0 -0.63
C -3.5056 2.0766 5.2614 0.0 0.2 0.2 -0.18
C -3.2034 -1.3303 0.7566 0.1 0.0 0.2 -0.26
H -2.6597 2.5825 -1.2896 0.0 0.0 0.0 0.25
H 1.6229 1.1134 1.2147 0.1 0.0 0.1 0.23
H 2.4835 2.5673 1.7427 0.1 0.1 0.0 0.22
H -4.4631 -0.3686 2.2550 -0.1 0.0 0.1 0.21
H 1.8272 2.0159 -1.2172 0.1 0.0 0.0 0.23
H -1.8172 -2.9368 3.0277 0.0 0.0 0.0 0.24
H -3.8801 -2.9705 -0.4698 -0.1 -0.1 -0.1 0.21
H -2.5304 -0.4059 -1.0772 -0.1 0.1 -0.1 0.22
H -2.9781 -3.4804 0.9584 0.0 -0.1 0.0 0.21
H -3.7235 1.1642 5.7924 -0.1 -0.1 0.1 0.23
H -1.2084 3.4730 -1.7655 0.0 0.0 0.0 0.25
H 1.1113 3.5823 -1.6072 0.0 0.0 -0.1 0.21
H -2.1195 -2.7890 -0.4214 0.0 -0.1 -0.1 0.23
H -4.2690 3.3862 6.7488 0.0 0.0 0.1 0.22
H 0.9202 2.1622 2.4522 0.0 0.0 0.1 0.21
H -0.2627 4.3649 1.7079 0.1 0.2 0.0 0.24
H -4.4548 -2.1352 2.3369 0.0 -0.1 0.1 0.21
H -1.0040 -1.6406 3.9093 0.0 -0.1 0.1 0.24
H -3.4078 0.6951 0.0023 -0.1 0.1 -0.1 0.19
H 0.1192 4.9873 0.0986 -0.1 0.1 -0.1 0.21
H -3.7078 5.4399 5.5203 0.0 0.1 0.0 0.22
H -5.3339 -1.3202 1.0550 -0.1 0.0 -0.1 0.21
H -2.7702 -1.5950 3.7602 0.0 -0.1 0.0 0.24
H 2.5705 3.5102 -0.6230 0.1 0.1 0.0 0.22
H 1.3922 4.8218 1.3014 0.2 0.1 0.0 0.22
H -4.2860 -0.5260 -0.9270 -0.1 0.0 0.0 0.22
H -2.6139 5.3119 3.3012 0.0 0.1 -0.1 0.22
H -2.0876 3.9276 -0.2652 0.1 -0.1 -0.1 0.25
```
Forces are in eV/Å.

Results
2S+1	1
Kohn-Sham gap	7.14	eV
electronic energy	-46898.780	eV